No. 1
The following is a quantum chemistry calculation of a single C3H9NO2S molecule, from the OMol25 dataset.

Geometry (Å):
C: 0.8537 1.2806 1.7125
C: 0.3651 -0.1148 1.5564
O: -0.5359 -0.3388 0.4838
N: 0.1357 -0.3919 -0.7842
S: 0.2026 1.2453 -1.4826
C: -0.7032 -1.3426 -1.7285
O: -1.9268 -0.7355 -2.0550
H: 1.6038 1.6721 0.9785
H: -0.1538 1.8822 1.7048
H: 1.2779 1.4632 2.7961
H: -0.4304 -0.2141 2.3704
H: 1.2350 -0.7376 1.7726
H: 1.6373 1.2097 -1.7227
H: -0.1104 -1.3106 -2.6149
H: -0.8219 -2.2793 -1.3564
H: -2.6286 -1.2881 -1.6308

As for the LUMO energy: 0.754 eV. Its orbital gap is 9.628 eV. The calculation puts the total energy at -19673.47177 eV. The HOMO energy comes out at -8.87 eV. As for the SMILES: CCON(S)CO. As for the spin multiplicity: 1. The value obtained for the energy relative to the best compared isomer or geometry (same formula, charge and spin) is 476.77 kJ/mol.

***

No. 2
The following is a quantum chemistry calculation of 2 unconnected molecules or ions with the total composition C3H9NO2S, from the OMol25 dataset.

Geometry (Å):
O: 0.4560 1.4760 -2.2792
C: 0.1645 1.4597 -1.0938
N: 0.0779 0.3202 -0.3808
C: -0.0643 0.3441 1.0551
C: -1.0872 -0.6289 1.5749
S: -2.8196 -0.1888 1.1873
H: -0.1479 2.3936 -0.6048
H: 0.2070 -0.5261 -0.9125
H: -0.1570 1.3667 1.3965
H: 0.8850 0.0152 1.4649
H: -1.0989 -0.5907 2.6689
H: -0.8696 -1.6676 1.3622
H: -3.0613 -1.0760 0.2140
O: 2.5009 -0.8938 -1.4712
H: 2.6815 -0.1780 -2.0957
H: 2.3331 -1.6256 -2.0859

As for the LUMO energy: 0.664 eV. Its orbital gap is 9.997 eV. The calculation puts the total energy at -19677.23860 eV. The HOMO energy comes out at -9.33 eV. As for the SMILES: O=CNCCS.O. As for the spin multiplicity: 1. The value obtained for the energy relative to the best compared isomer or geometry (same formula, charge and spin) is 113.32 kJ/mol.

***

No. 3
The following is a quantum chemistry calculation of 2 unconnected molecules or ions with the total composition C3H9NO2S, from the OMol25 dataset.

Geometry (Å):
N: 1.5526 -1.5326 0.5911
C: 1.0900 -0.1905 0.9523
C: 0.0003 -0.5187 1.9711
O: -0.3260 0.1609 2.9154
C: 0.3924 0.6385 -0.1998
S: 0.8990 0.0312 -1.8562
H: 2.2281 -1.4872 -0.1741
H: 0.8629 -2.0405 0.0399
H: 1.8942 0.3788 1.3979
H: -0.5404 -1.4650 1.9001
H: -0.6670 0.4913 -0.0558
H: 0.7188 1.6734 -0.1898
H: -0.2089 0.2901 -2.5642
O: -2.3963 1.0435 -1.8292
H: -3.0072 1.7765 -1.9901
H: -2.4925 0.7503 -0.9086

As for the LUMO energy: 0.407 eV. Its orbital gap is 9.682 eV. The calculation puts the total energy at -19676.17741 eV. The HOMO energy comes out at -9.27 eV. As for the SMILES: N[C@H](C=O)CS.O. As for the spin multiplicity: 1. The value obtained for the energy relative to the best compared isomer or geometry (same formula, charge and spin) is 215.71 kJ/mol.